Entry 1:
Molecular formula: C4H3NOS
Method: DFT, the ωB97M-V functional and the def2-TZVPD basis

Cartesian coordinates (Å):
S 3.33 -0.13 0.43
O 0.71 -0.73 -1.28
N 1.90 0.16 0.92
C -0.45 -0.35 -1.34
C -0.62 0.21 0.99
C -1.20 0.10 -0.20
C 0.74 0.19 1.13
H -2.31 0.38 -0.10
H -0.79 -0.24 -2.31
H -1.30 0.42 1.77

For the gap between HOMO and LUMO (spin up / spin down), the calculation gives 0.257 / 0.257 hartree. The value obtained for the LUMO energy (spin up / spin down) is -1.3 / -1.3 eV. As for the spin multiplicity: 1. Its total charge is 0. The calculation puts the HOMO energy (spin up / spin down) at -8.3 / -8.3 eV.

Löwdin population analysis, charges in e, atoms 1 to 6: atom 1 (S): 0.6435, atom 2 (O): 0.0192, atom 3 (N): -0.5582, atom 4 (C): -0.2338, atom 5 (C): -0.0776, atom 6 (C): -0.0457



Entry 2:
Molecular formula: C4H3NOS2
Method: DFT, the ωB97M-V functional and the def2-TZVPD basis

Cartesian coordinates (Å):
S -1.72 0.00 0.94
S -0.58 1.07 4.01
O 2.03 0.14 0.40
N -0.07 0.17 1.32
C 0.83 -0.01 0.30
C 0.49 0.85 2.91
C 0.08 -0.28 -0.91
C -1.26 -0.31 -0.73
H 1.61 0.69 2.76
H -2.02 -0.37 -1.37
H 0.37 -0.36 -1.96

For the gap between HOMO and LUMO (spin up / spin down), the calculation gives 0.274 / 0.274 hartree. The value obtained for the LUMO energy (spin up / spin down) is -1.1 / -1.1 eV. As for the spin multiplicity: 1. The structure (SMILES) is O=c1ccsn1C=S. Its total charge is 0. The calculation puts the HOMO energy (spin up / spin down) at -8.5 / -8.5 eV.

Löwdin population analysis, charges in e, atoms 1 to 6: atom 1 (S): 0.9329, atom 2 (S): 0.7618, atom 3 (O): 0.0329, atom 4 (N): -0.3577, atom 5 (C): -0.6094, atom 6 (C): -0.5589



Entry 3:
Molecular formula: C4H3NS
Method: DFT, the ωB97M-V functional and the def2-TZVPD basis

Cartesian coordinates (Å):
S 1.39 1.39 1.78
N 0.42 -2.14 1.60
C -0.70 -0.24 -1.17
C 0.00 -0.17 -0.03
C 0.25 -1.33 0.79
C 0.48 1.10 0.48
H -1.05 -1.18 -1.58
H 0.03 1.97 -0.03
H -0.82 0.60 -1.85

For the gap between HOMO and LUMO, the calculation gives 0.289 hartree. The value obtained for the LUMO energy is -1.4 eV. As for the spin multiplicity: 1. The structure (SMILES) is C=C(C#N)C=S. Its total charge is 0. The calculation puts the HOMO energy at -9.3 eV.

Löwdin population analysis, charges in e, atoms 1 to 6: atom 1 (S): 0.7460, atom 2 (N): 0.1771, atom 3 (C): 0.1165, atom 4 (C): -0.3854, atom 5 (C): -0.2199, atom 6 (C): -0.6590



Entry 4:
Molecular formula: C4H3NiO2
Method: DFT, the ωB97M-V functional and the def2-TZVPD basis

Cartesian coordinates (Å):
Ni -0.89 -1.94 0.11
O -1.84 -0.65 1.05
O 1.15 -1.67 -1.35
C -1.11 0.48 1.15
C 0.12 0.63 0.61
C 0.92 0.65 -0.63
C 0.95 -0.87 -0.40
H 0.41 0.96 -1.56
H -1.65 1.35 1.55
H 1.94 1.06 -0.53

For the gap between HOMO and LUMO (spin up / spin down), the calculation gives 0.230 / 0.269 hartree. The value obtained for the LUMO energy (spin up / spin down) is -0.7 / -1.0 eV. As for the spin multiplicity: 4. Its total charge is 0. The calculation puts the HOMO energy (spin up / spin down) at -7.0 / -8.3 eV.

Löwdin population analysis, charges in e, atoms 1 to 6: atom 1 (Ni): 0.7091, atom 2 (O): -0.2536, atom 3 (O): -0.0214, atom 4 (C): -0.3040, atom 5 (C): -0.0512, atom 6 (C): -0.1467



Entry 5:
Molecular formula: C4H3O2
Method: DFT, the ωB97M-V functional and the def2-TZVPD basis

Cartesian coordinates (Å):
O 2.19 1.10 0.48
O 2.13 -0.97 -0.56
C -1.87 0.62 -0.96
C 1.85 0.01 0.12
C -0.23 -0.39 0.69
C -1.00 0.06 -0.36
H -0.11 -1.56 0.80
H -2.45 1.00 -1.78
H -0.52 0.13 1.57

For the gap between HOMO and LUMO, the calculation gives 0.257 hartree. The value obtained for the LUMO energy is 4.3 eV. As for the spin multiplicity: 1. Its total charge is -1. The calculation puts the HOMO energy at -2.7 eV.

Löwdin population analysis, charges in e, atoms 1 to 6: atom 1 (O): 0.0252, atom 2 (O): -0.0355, atom 3 (C): 0.0127, atom 4 (C): -0.5731, atom 5 (C): -0.1874, atom 6 (C): -0.3409



Entry 6:
Molecular formula: C4H3O2Rb
Method: DFT, the ωB97M-V functional and the def2-TZVPD basis

Cartesian coordinates (Å):
Rb -0.57 -3.41 -0.90
O -1.67 0.84 -1.91
O 0.87 -2.16 1.13
C -0.87 1.50 -1.31
C 0.73 -0.87 0.89
C -0.06 1.23 -0.07
C 0.06 -0.29 -0.15
H -0.62 1.62 0.81
H 1.21 -0.20 1.66
H 0.91 1.75 -0.17

For the gap between HOMO and LUMO (spin up / spin down), the calculation gives 0.109 / 0.109 hartree. The value obtained for the LUMO energy (spin up / spin down) is 1.8 / 1.8 eV. As for the spin multiplicity: 2. Its total charge is -1. The calculation puts the HOMO energy (spin up / spin down) at -1.2 / -1.1 eV.

Löwdin population analysis, charges in e, atoms 1 to 6: atom 1 (Rb): 0.6813, atom 2 (O): -0.0278, atom 3 (O): -0.4759, atom 4 (C): -0.2426, atom 5 (C): -0.5915, atom 6 (C): -0.3323



Entry 7:
Molecular formula: C4H3O3
Method: DFT, the ωB97M-V functional and the def2-TZVPD basis

Cartesian coordinates (Å):
O 1.43 0.00 1.25
O 1.05 -0.88 -3.33
O 2.49 -1.08 -1.59
C 0.68 -0.16 0.17
C -0.86 0.03 -0.30
C 1.41 -0.82 -2.16
C 0.42 -0.35 -1.05
H 2.24 -0.33 0.84
H -1.19 1.01 -0.66
H -1.70 -0.56 -0.01

For the gap between HOMO and LUMO, the calculation gives 0.293 hartree. The value obtained for the LUMO energy is 3.8 eV. As for the spin multiplicity: 1. The structure (SMILES) is O=C([O-])C1=C(O)C1. Its total charge is -1. The calculation puts the HOMO energy at -4.1 eV.

Löwdin population analysis, charges in e, atoms 1 to 6: atom 1 (O): 0.0803, atom 2 (O): -0.0482, atom 3 (O): -0.0742, atom 4 (C): -0.2912, atom 5 (C): -0.0337, atom 6 (C): -0.7221



Entry 8:
Molecular formula: C4H3OP
Method: DFT, the ωB97M-V functional and the def2-TZVPD basis

Cartesian coordinates (Å):
P -0.56 1.88 0.52
O 0.02 1.71 1.82
C -1.99 -1.01 0.27
C -1.74 0.17 0.48
C 1.65 -0.81 -1.05
C 1.64 0.33 -0.68
H -2.39 -1.98 0.44
H 1.89 0.93 0.19
H 1.49 -1.22 -2.00

For the gap between HOMO and LUMO, the calculation gives 0.329 hartree. The value obtained for the LUMO energy is -1.3 eV. As for the spin multiplicity: 1. The structure (SMILES) is C#CP=O.C#C. Its total charge is 0. The calculation puts the HOMO energy at -10.3 eV.

Löwdin population analysis, charges in e, atoms 1 to 6: atom 1 (P): 0.8499, atom 2 (O): -0.5033, atom 3 (C): -0.0375, atom 4 (C): -0.2851, atom 5 (C): 0.0214, atom 6 (C): -0.0753



Entry 9:
Molecular formula: C4H3OTm
Method: DFT, the ωB97M-V functional and the def2-TZVPD basis

Cartesian coordinates (Å):
Tm -0.86 -0.90 -1.36
O -1.26 1.00 -0.01
C 0.74 0.49 1.01
C -0.40 1.31 0.84
C 1.16 -0.63 0.43
C 2.16 -0.07 1.41
H 2.28 -0.56 2.38
H -0.58 2.18 1.50
H 3.07 0.41 1.02

For the gap between HOMO and LUMO (spin up / spin down), the calculation gives 0.161 / 0.238 hartree. The value obtained for the LUMO energy (spin up / spin down) is -5.7 / -6.5 eV. As for the spin multiplicity: 4. Its total charge is +1. The calculation puts the HOMO energy (spin up / spin down) at -10.1 / -13.0 eV.

Löwdin population analysis, charges in e, atoms 1 to 6: atom 1 (Tm): 1.5883, atom 2 (O): -0.2422, atom 3 (C): -0.2373, atom 4 (C): -0.3154, atom 5 (C): -0.0972, atom 6 (C): -0.0247



Entry 10:
Molecular formula: C4H3P
Method: DFT, the ωB97M-V functional and the def2-TZVPD basis

Cartesian coordinates (Å):
P 1.65 1.60 0.10
C -2.58 1.05 0.47
C -1.43 1.09 0.06
C 1.89 -1.26 0.56
C 1.87 -0.04 0.49
H 0.66 1.29 -0.93
H -3.60 0.95 0.73
H 2.18 -2.28 0.86

For the gap between HOMO and LUMO (spin up / spin down), the calculation gives 0.299 / 0.231 hartree. The value obtained for the LUMO energy (spin up / spin down) is -2.1 / -2.6 eV. As for the spin multiplicity: 1. Its total charge is 0. The calculation puts the HOMO energy (spin up / spin down) at -10.2 / -8.9 eV.

Löwdin population analysis, charges in e, atoms 1 to 6: atom 1 (P): 0.8325, atom 2 (C): -0.1095, atom 3 (C): -0.0649, atom 4 (C): 0.0514, atom 5 (C): -0.5989, atom 6 (H): -0.1471



Ordered F_max results: 0.0764 0.1014 0.0265 0.0808 0.0877 0.0384 0.1023 0.0720 0.0817 0.0452; unit hartree/bohr.
Ordered energy relative to the best compared isomer or geometry (same formula, charge and spin) results: 232.4 231.5 18.8 0.0 86.4 62.1 167.9 415.1 172.0 390.9; unit kJ/mol.